15 unconnected molecules or ions with the total composition C4H28BO22 at a distorted geometry. Source: OMol25; level of theory: wB97M-V/def2-TZVPD.

CARTESIAN COORDINATES (ANGSTROEM)
1 O -0.954 -2.983 -0.666
2 C -0.601 -1.907 -0.126
3 O 0.513 -1.557 0.516
4 B 0.459 -0.161 1.034
5 O -0.916 0.296 0.653
6 C -1.451 -0.577 -0.103
7 O -2.511 -0.371 -0.716
8 O 1.429 0.746 0.390
9 C 2.187 1.302 1.314
10 O 3.092 2.145 1.203
11 C 1.725 0.717 2.667
12 O 0.682 -0.079 2.508
13 O 2.265 0.968 3.763
14 O -4.376 -5.016 -4.796
15 H -4.119 -5.241 -3.902
16 H -5.209 -5.469 -4.927
17 O -5.662 -0.692 3.002
18 H -6.258 -1.219 2.469
19 H -5.185 -0.155 2.369
20 O -5.328 1.361 -4.952
21 H -5.233 0.500 -4.546
22 H -6.233 1.615 -4.771
23 O 1.504 0.437 8.478
24 H 1.717 0.495 7.546
25 H 1.929 1.201 8.869
26 O -0.380 -8.419 -4.060
27 H 0.044 -8.397 -4.918
28 H 0.126 -7.806 -3.527
29 O -8.507 -1.596 -0.002
30 H -7.749 -1.101 -0.311
31 H -9.206 -0.946 0.070
32 O 1.799 4.281 -2.995
33 H 2.031 3.439 -2.604
34 H 2.319 4.922 -2.512
35 O 6.186 -1.315 5.444
36 H 5.665 -2.110 5.328
37 H 5.738 -0.655 4.916
38 O -1.812 5.001 0.030
39 H -1.573 4.210 0.513
40 H -1.576 5.721 0.615
41 O 1.726 -2.243 -4.873
42 H 1.475 -1.352 -5.118
43 H 0.918 -2.749 -4.951
44 O 6.636 7.223 -0.321
45 H 7.280 6.519 -0.253
46 H 6.219 7.251 0.540
47 O -3.603 -7.070 1.259
48 H -2.809 -7.576 1.435
49 H -3.514 -6.793 0.348
50 O 3.596 7.079 2.534
51 H 2.640 7.111 2.551
52 H 3.806 6.145 2.538
53 O 6.072 1.790 -3.198
54 H 6.261 1.930 -2.270
55 H 6.726 1.151 -3.482

The total charge is -1. The energy above the lowest of the compared OMol25 structures with the same formula, charge and spin is 316.0 kJ/mol. The value obtained for the calculated total energy is -50330.898 eV. The value obtained for the maximum force is 0.097 hartree/bohr. The value obtained for the LUMO energy is 0.0692 hartree.


C4H8S in the gas phase at a distorted geometry. Source: OMol25; level of theory: wB97M-V/def2-TZVPD.

CARTESIAN COORDINATES (ANGSTROEM)
1 C -2.403 -0.418 0.133
2 C -1.533 0.658 -0.184
3 C -0.188 0.817 -0.039
4 S 0.780 -0.698 -0.071
5 C 2.355 0.302 0.076
6 H -3.168 -0.619 -0.638
7 H -1.767 -1.333 0.165
8 H -3.001 -0.203 0.997
9 H -2.013 1.708 0.049
10 H 0.419 1.831 0.033
11 H 3.305 -0.366 0.033
12 H 2.156 0.787 1.145
13 H 2.193 1.210 -0.565

Its SMILES is C/C=C\SC. The energy above the lowest of the compared OMol25 structures with the same formula, charge and spin is 161.9 kJ/mol. The value obtained for the calculated total energy is -15110.707 eV. The value obtained for the maximum force is 0.140 hartree/bohr. The value obtained for the LUMO energy is 0.0361 hartree.


What did the first record say?
15 unconnected molecules or ions with the total composition C4H28BO22 at a distorted geometry. Source: OMol25; level of theory: wB97M-V/def2-TZVPD.

CARTESIAN COORDINATES (ANGSTROEM)
1 O -0.954 -2.983 -0.666
2 C -0.601 -1.907 -0.126
3 O 0.513 -1.557 0.516
4 B 0.459 -0.161 1.034
5 O -0.916 0.296 0.653
6 C -1.451 -0.577 -0.103
7 O -2.511 -0.371 -0.716
8 O 1.429 0.746 0.390
9 C 2.187 1.302 1.314
10 O 3.092 2.145 1.203
11 C 1.725 0.717 2.667
12 O 0.682 -0.079 2.508
13 O 2.265 0.968 3.763
14 O -4.376 -5.016 -4.796
15 H -4.119 -5.241 -3.902
16 H -5.209 -5.469 -4.927
17 O -5.662 -0.692 3.002
18 H -6.258 -1.219 2.469
19 H -5.185 -0.155 2.369
20 O -5.328 1.361 -4.952
21 H -5.233 0.500 -4.546
22 H -6.233 1.615 -4.771
23 O 1.504 0.437 8.478
24 H 1.717 0.495 7.546
25 H 1.929 1.201 8.869
26 O -0.380 -8.419 -4.060
27 H 0.044 -8.397 -4.918
28 H 0.126 -7.806 -3.527
29 O -8.507 -1.596 -0.002
30 H -7.749 -1.101 -0.311
31 H -9.206 -0.946 0.070
32 O 1.799 4.281 -2.995
33 H 2.031 3.439 -2.604
34 H 2.319 4.922 -2.512
35 O 6.186 -1.315 5.444
36 H 5.665 -2.110 5.328
37 H 5.738 -0.655 4.916
38 O -1.812 5.001 0.030
39 H -1.573 4.210 0.513
40 H -1.576 5.721 0.615
41 O 1.726 -2.243 -4.873
42 H 1.475 -1.352 -5.118
43 H 0.918 -2.749 -4.951
44 O 6.636 7.223 -0.321
45 H 7.280 6.519 -0.253
46 H 6.219 7.251 0.540
47 O -3.603 -7.070 1.259
48 H -2.809 -7.576 1.435
49 H -3.514 -6.793 0.348
50 O 3.596 7.079 2.534
51 H 2.640 7.111 2.551
52 H 3.806 6.145 2.538
53 O 6.072 1.790 -3.198
54 H 6.261 1.930 -2.270
55 H 6.726 1.151 -3.482

The total charge is -1. The energy above the lowest of the compared OMol25 structures with the same formula, charge and spin is 316.0 kJ/mol. The value obtained for the calculated total energy is -50330.898 eV. The value obtained for the maximum force is 0.097 hartree/bohr. The value obtained for the LUMO energy is 0.0692 hartree.